Record 1
Entry from the OMol25 dataset: a 2-piece molecular cluster, CH7N3 overall at a distorted geometry (the ωB97M-V functional and the def2-TZVPD basis).

XYZ file:
```
11
Properties=species:S:1:pos:R:3:nbo_charge:R:1
N -0.199 0.512 -0.738 -0.837
N -2.012 -0.050 1.659 -1.078
N 2.115 -0.013 -0.907 -0.674
C 0.895 -0.356 -0.690 0.256
H 0.717 -1.201 -0.079 0.141
H -2.658 0.598 1.313 0.362
H -0.992 0.202 -0.218 0.389
H 2.764 -0.907 -0.627 0.331
H -0.030 1.500 -0.394 0.386
H -2.114 -0.290 2.693 0.374
H -2.382 -0.909 1.352 0.351
```

Results
Relative energy (zero: lowest compared OMol25 entry of this formula, charge and spin), kcal/mol: 25.61
Orbital gap, eV: 9.87
Structure (SMILES): [H]/N=C/N.N
Total charge: 0

Record 2
Entry from the OMol25 dataset: one molecule with the formula C5H6S at a distorted geometry (the ωB97M-V functional and the def2-TZVPD basis).

XYZ file:
```
12
Properties=species:S:1:pos:R:3:nbo_charge:R:1
S -3.314 1.539 -0.552 -0.212
C -0.006 -0.687 0.765 -0.514
C -1.741 1.030 -0.788 -0.215
C 1.519 -0.626 0.503 -0.586
C -0.639 0.952 -1.643 -0.119
C -0.806 0.100 -0.166 0.220
H 1.734 -1.188 -0.309 0.210
H 1.953 -1.040 1.381 0.215
H -0.017 1.573 -2.203 0.232
H -0.277 -1.858 0.965 0.282
H -0.316 -0.147 1.801 0.271
H 1.910 0.351 0.245 0.217
```

Results
Relative energy (zero: lowest compared OMol25 entry of this formula, charge and spin), kcal/mol: 104.28
Orbital gap, eV: 6.91
Structure (SMILES): CCc1cc1=S
Total charge: 0

Record 3
Entry from the OMol25 dataset: one molecule with the formula C5H11P at a distorted geometry (the ωB97M-V functional and the def2-TZVPD basis).

XYZ file:
```
17
Properties=species:S:1:pos:R:3:nbo_charge:R:1
P -0.950 2.562 -0.077 0.366
C -1.193 -1.127 -0.068 -0.586
C 1.057 -0.829 -0.893 -0.597
C -0.197 1.056 0.276 -0.261
C 0.727 0.936 1.445 -0.719
C -0.186 -0.135 -0.643 -0.304
H -0.870 -1.532 0.829 0.201
H -2.265 -0.730 -0.026 0.217
H 0.315 0.427 2.337 0.231
H 0.892 -1.474 -1.759 0.219
H -0.526 0.204 -1.583 0.209
H -1.590 2.345 -1.289 -0.064
H 1.307 1.668 1.982 0.246
H -1.245 -1.969 -0.735 0.205
H 1.572 0.266 1.280 0.222
H 1.247 -1.499 -0.040 0.199
H 1.905 -0.167 -1.033 0.217
```

Results
Relative energy (zero: lowest compared OMol25 entry of this formula, charge and spin), kcal/mol: 25.92
Orbital gap, eV: 9.17
Structure (SMILES): [H]/P=C(/C)C(C)C
Total charge: 0

Record 4
Entry from the OMol25 dataset: one molecule with the formula C14H18N2O3 at a distorted geometry (the ωB97M-V functional and the def2-TZVPD basis).

XYZ file:
```
37
Properties=species:S:1:pos:R:3:nbo_charge:R:1
O -0.385 3.668 -2.409 -0.665
O -1.885 2.616 -1.147 -0.561
O 1.866 1.150 1.576 -0.661
N -0.121 1.666 0.590 -0.631
N -1.546 0.071 2.164 -0.632
C 1.405 1.483 -1.384 -0.451
C 1.363 -1.001 -1.051 -0.249
C -0.729 2.878 -1.366 0.789
C 0.636 1.064 1.538 0.686
C 0.485 -1.136 2.798 -0.417
C -0.167 -0.042 -2.634 -0.236
C -0.690 -1.306 -2.903 -0.203
C 0.852 0.121 -1.699 0.059
C 0.850 -2.267 -1.320 -0.203
C -0.154 0.267 2.584 -0.156
C -0.566 -2.129 2.244 -0.428
C 0.435 2.365 -0.526 -0.154
C -1.546 -1.229 1.475 -0.235
C -0.185 -2.424 -2.245 -0.223
H -1.226 -1.060 0.437 0.199
H -0.135 0.869 3.489 0.228
H -1.497 -1.425 -3.642 0.218
H -2.558 -1.631 1.442 0.206
H 2.304 1.377 -0.760 0.257
H 1.450 -1.201 2.259 0.232
H 0.687 -1.345 3.884 0.214
H -0.589 -3.401 -2.463 0.215
H -0.562 0.808 -3.174 0.213
H -1.054 -2.613 3.061 0.200
H -2.158 0.037 2.991 0.367
H 0.550 3.821 -2.417 0.482
H 1.008 3.249 -0.177 0.224
H 1.663 2.029 -2.295 0.205
H 1.292 -3.104 -0.810 0.213
H 2.138 -0.850 -0.318 0.226
H -0.125 -2.874 1.591 0.216
H -1.105 1.501 0.617 0.456
```

Results
Relative energy (zero: lowest compared OMol25 entry of this formula, charge and spin), kcal/mol: 4.41
Orbital gap, eV: 9.79
Structure (SMILES): O=C(O)[C@H](Cc1ccccc1)NC(=O)[C@@H]1CCCN1
Total charge: 0

Record 5
Entry from the OMol25 dataset: C22H42NOP3W as an isolated structure at a distorted geometry (the ωB97M-V functional and the def2-TZVPD basis).

XYZ file:
```
70
Properties=species:S:1:pos:R:3:nbo_charge:R:1
W 0.173 0.531 0.454 1.014
P -0.961 1.980 -0.828 1.062
P 1.858 0.731 2.231 1.023
P 2.003 -0.252 -0.932 0.752
O -0.442 -2.315 -2.097 -0.577
N -1.244 0.430 2.144 -0.580
C -3.137 -1.303 -4.419 -0.193
C 1.840 -0.607 -2.745 -0.892
C -1.212 1.587 2.971 0.005
C 0.536 -3.073 2.210 -0.373
C 1.294 0.394 3.950 -0.915
C -2.830 -2.286 -5.374 -0.040
C -1.142 -3.256 -4.014 -0.153
C -2.140 1.679 3.997 -0.190
C -2.163 -0.572 2.263 0.062
C 3.346 1.036 -1.049 -0.898
C 3.023 -1.794 -0.585 -0.862
C -2.716 1.617 -0.702 -0.948
C 3.484 -0.129 2.352 -0.916
C -2.999 -0.541 3.387 -0.189
C -1.819 -3.239 -5.193 -0.199
C 2.254 2.510 2.153 -0.957
C -2.975 0.581 4.211 -0.057
C -0.039 -3.349 1.027 -0.332
C -2.408 -1.255 -3.226 -0.215
C -0.577 2.066 -2.556 -1.010
C -0.765 3.644 -0.085 -0.952
C -1.328 -2.236 -3.026 0.367
H -1.159 2.825 -3.077 0.316
H -2.110 2.622 4.565 0.295
H 0.474 2.254 -2.778 0.284
H -0.624 2.446 2.538 0.230
H -0.062 -2.799 3.090 0.212
H 2.910 1.972 -1.411 0.247
H -3.644 0.648 5.051 0.289
H 3.574 -1.723 0.356 0.245
H -0.368 -3.964 -3.734 0.247
H -2.077 -1.406 1.534 0.252
H -3.204 2.140 -1.527 0.321
H 2.999 2.688 2.937 0.318
H 2.760 -0.941 -3.253 0.293
H 0.984 -0.650 4.044 0.276
H -0.961 1.579 0.997 0.119
H -1.572 -3.991 -5.948 0.276
H 2.356 -2.656 -0.499 0.261
H -3.396 -2.323 -6.299 0.263
H -1.115 4.423 -0.773 0.325
H 1.376 3.132 2.365 0.257
H 4.016 0.215 3.247 0.311
H 4.151 0.746 -1.744 0.307
H 4.140 0.060 1.502 0.271
H 1.457 0.259 -3.291 0.242
H -3.931 -0.559 -4.580 0.260
H 3.798 1.234 -0.073 0.229
H -2.603 -0.516 -2.428 0.167
H -1.128 -3.279 0.869 0.207
H 2.120 0.553 4.646 0.306
H -2.901 0.543 -0.770 0.267
H 1.622 -3.105 2.358 0.219
H 2.687 2.775 1.181 0.277
H 0.266 3.895 0.207 0.274
H 3.332 -1.206 2.470 0.278
H -3.663 -1.381 3.543 0.294
H 1.109 -1.422 -2.854 0.291
H 0.469 1.046 4.254 0.263
H -3.114 2.052 0.221 0.281
H -1.369 3.770 0.830 0.267
H 0.508 -3.606 0.114 0.230
H 3.768 -2.044 -1.362 0.304
H -0.788 1.115 -3.042 0.290
```

Results
Orbital gap (spin up / spin down), eV: 2.84 / 4.05
Total charge: +4
Multiplicity: 3

Record 6
Entry from the OMol25 dataset: a 2-piece molecular cluster, C7H13NO2 overall at a distorted geometry (the ωB97M-V functional and the def2-TZVPD basis).

XYZ file:
```
23
Properties=species:S:1:pos:R:3:nbo_charge:R:1
O 3.122 -1.682 -0.786 -0.501
O 3.283 -0.141 0.921 -0.562
N -0.072 1.117 -0.342 -0.434
C -0.869 -1.033 -0.063 -0.130
C 3.148 -0.897 0.047 1.056
C 0.213 -0.340 -0.453 -0.270
C 0.413 1.573 0.885 -0.441
C -0.597 -2.509 0.288 -0.605
C -2.263 -0.549 0.315 -0.701
C 0.508 1.852 -1.603 -0.405
H 1.373 1.298 -1.547 0.229
H 0.035 2.658 0.885 0.196
H -0.634 -2.608 1.341 0.191
H -2.975 -0.171 -0.314 0.218
H 0.095 0.935 1.736 0.239
H 0.752 2.992 -1.615 0.211
H -1.123 1.249 -0.250 0.401
H 1.544 1.465 1.049 0.253
H -1.384 -2.975 -0.152 0.195
H 0.324 -2.837 0.001 0.219
H -2.717 -1.219 1.144 0.228
H -2.146 0.239 0.975 0.195
H -0.032 1.582 -2.465 0.218
```

Results
Relative energy (zero: lowest compared OMol25 entry of this formula, charge and spin), kcal/mol: 125.04
Orbital gap, eV: 8.24
Total charge: 0